This record from the OMol25 dataset describes a 4-piece molecular cluster, C33H39N5O8P overall in a non-equilibrium geometry. The level of theory is ωB97M-V/def2-TZVPD.

Geometry as XYZ:
```
86
C33H39N5O8P (ωB97M-V/def2-TZVPD)
P 0.234 2.014 0.634
O 4.238 -8.225 3.980
O -2.153 3.422 -6.771
O 1.348 2.463 -0.452
O 5.985 -5.328 -0.095
O 0.576 9.952 2.537
O -1.667 5.245 1.613
O -4.134 0.723 -2.668
O -1.210 2.352 0.007
N -1.745 -0.819 1.427
N -0.814 -0.836 -0.662
N -1.926 -1.611 -1.048
N 0.420 0.316 0.944
N 0.421 2.773 1.951
C 1.999 -3.848 -2.004
C -1.380 8.644 2.591
C -0.720 -0.435 0.573
C -2.779 0.232 1.641
C 0.852 7.738 1.791
C -5.189 -0.316 0.850
C 6.465 -6.322 1.981
C -2.325 1.918 -3.570
C 4.638 -7.564 3.049
C 4.760 -2.059 -0.126
C -1.943 7.461 2.360
C 0.063 8.876 2.325
C -5.300 -1.583 -0.063
C -1.820 2.597 -4.595
C -2.611 2.807 -5.837
C -1.153 6.327 1.827
C 6.030 -7.051 3.006
C 5.581 -5.993 0.838
C -3.689 1.344 -3.616
C 0.860 0.026 2.316
C 1.064 -2.849 -2.101
C -4.130 -0.475 1.982
C 3.443 -2.319 -0.844
C 2.151 -0.151 2.553
C 4.189 -6.506 0.880
C 2.504 -1.317 -0.950
C 3.753 -7.235 1.903
C -3.980 2.232 -5.881
C 3.181 -3.564 -1.361
C 0.198 -0.563 -1.708
C 0.287 6.555 1.561
C 1.316 -1.605 -1.575
C -4.478 1.552 -4.849
H -4.801 -2.453 0.373
H 3.557 -6.257 0.037
H 3.942 -4.331 -1.235
H 0.085 -0.049 3.071
H 0.109 -3.029 -2.590
H -4.922 0.501 0.168
H -6.361 -1.807 -0.194
H -6.174 -0.107 1.273
H -2.992 7.272 2.548
H -1.402 -1.202 2.298
H 2.017 1.760 -0.486
H -1.772 1.747 -2.654
H 5.575 -2.648 -0.546
H 4.603 -2.277 0.936
H -1.885 -1.752 -2.054
H -4.865 -1.401 -1.053
H 2.905 0.283 1.904
H -2.752 -1.028 -0.902
H -0.824 3.024 -4.579
H 2.413 -0.768 3.408
H -4.519 -0.166 2.956
H 2.742 -7.619 1.951
H -5.472 1.124 -4.863
H -0.239 -0.641 -2.706
H 0.624 0.437 -1.634
H 6.662 -7.302 3.848
H 0.845 5.711 1.173
H -2.949 0.852 0.761
H -1.081 2.766 -0.862
H 2.711 -0.336 -0.531
H 7.476 -5.938 1.932
H 4.952 -0.983 -0.212
H 1.901 7.925 1.603
H -4.541 2.396 -6.792
H -0.397 3.332 2.181
H 1.824 -4.839 -2.407
H -1.938 9.486 2.980
H -2.524 0.876 2.493
H -3.946 -1.553 2.061
```

## Properties
2S+1: 1
Total charge: +1
Orbital gap, hartree: 0.2836

These are the Löwdin partial charges, in e, on atoms 1 to 6:
1 P 0.49
2 O 0.12
3 O 0.14
4 O -0.12
5 O 0.09
6 O 0.12